*P*
The following is a quantum chemistry calculation of a 2-piece molecular cluster, C5H10BrN2 overall, from the Open Molecules 2025 dataset.

XYZ file:
```
18
C5H10BrN2, DFT wB97M-V/def2-TZVPD
C -1.376 0.182 1.597
C -1.652 -0.263 0.397
C 1.996 -1.121 0.391
C -1.338 1.770 -0.881
C -0.130 -0.351 -1.367
N 3.070 -1.832 0.556
N -1.033 0.414 -0.737
Br 2.351 0.747 0.606
H -1.875 -0.292 2.505
H -0.914 1.167 1.658
H -2.076 -1.251 0.201
H 0.134 -1.402 -1.241
H -1.693 2.001 0.203
H -0.562 2.407 -1.326
H -2.142 1.970 -1.639
H 0.225 0.231 -2.301
H 3.009 -2.797 0.384
H 4.006 -1.582 0.995
```

The HOMO energy comes out at -12.7 eV. As for the multiplicity: 1. Its total charge is +1. The value obtained for the HOMO-LUMO gap is 8.1 eV.

*Q*
The following is a quantum chemistry calculation of a 2-piece molecular cluster, C5H10BrN2 overall, from the Open Molecules 2025 dataset.

XYZ file:
```
18
C5H10BrN2, DFT wB97M-V/def2-TZVPD
C 2.496 -0.748 0.538
C 1.103 -1.438 -1.431
C 0.255 -0.351 -1.976
C -0.983 0.361 -1.284
C -1.232 -0.378 -0.053
N -1.768 0.214 0.995
N 2.647 0.269 1.338
Br 2.159 -2.018 -2.842
H 3.455 -1.135 0.189
H 0.964 0.475 -2.078
H 0.018 -0.733 -2.884
H -0.694 1.421 -0.913
H -1.834 0.319 -1.967
H -0.706 -1.324 -0.038
H -1.992 -0.362 1.828
H -2.053 1.166 0.956
H 3.471 0.553 1.823
H 1.824 0.665 1.704
```

The HOMO energy comes out at -10.6 eV. As for the multiplicity: 1. Its total charge is +1. The value obtained for the HOMO-LUMO gap is 5.8 eV.

*R*
The following is a quantum chemistry calculation of a 2-piece molecular cluster, C5H10BrN2 overall, from the Open Molecules 2025 dataset.

XYZ file:
```
18
C5H10BrN2, DFT wB97M-V/def2-TZVPD
C 1.942 -1.562 -0.024
C 0.607 -1.006 0.490
C 0.635 0.491 0.809
C -0.651 1.161 0.426
C -1.903 0.556 0.653
N -4.020 1.390 -0.022
N -3.005 1.079 0.250
Br -0.306 1.199 -2.599
H 2.722 -1.570 0.711
H 1.712 -2.572 -0.330
H 2.280 -0.985 -0.878
H 0.321 -1.607 1.263
H -0.069 -1.192 -0.275
H 1.500 0.919 0.466
H 0.656 0.560 1.874
H -0.574 2.038 -0.061
H 0.229 1.472 -3.883
H -2.075 -0.369 1.130
```

The HOMO energy comes out at -14.7 eV. As for the multiplicity: 1. Its total charge is +1. The value obtained for the HOMO-LUMO gap is 8.8 eV.

Relative to the most stable one, in eV, the structures come out at *P* 0.990; *Q* 3.893; *R* 0.000.

*P*
The following is a quantum chemistry calculation of a 2-piece molecular cluster, C4H12N4 overall, from the Open Molecules 2025 dataset.

XYZ file:
```
20
C4H12N4, DFT wB97M-V/def2-TZVPD
N -1.950 -0.882 -0.358
C -1.672 0.093 0.459
N -1.750 0.054 1.858
N -1.658 1.383 -0.055
H -2.283 -1.715 0.116
H -2.068 -0.820 2.256
H -2.163 0.868 2.292
H -1.625 1.377 -1.065
H -0.917 1.955 0.322
C 2.530 1.444 -0.307
N 1.483 0.835 -0.637
C 1.240 -0.487 -0.131
C 0.766 -1.417 -1.202
H 3.349 0.998 0.276
H 2.625 2.493 -0.566
H 0.324 -0.331 0.552
H 2.083 -0.891 0.451
H -0.451 -1.246 -1.186
H 1.253 -1.253 -2.160
H 0.885 -2.458 -0.915
```

The HOMO energy comes out at -8.7 eV. As for the structure (SMILES): N=C(N)N.C=NCC. As for the multiplicity: 1. The value obtained for the HOMO-LUMO gap is 9.6 eV.

*Q*
The following is a quantum chemistry calculation of one molecule with the formula C4H12N4, from the Open Molecules 2025 dataset.

XYZ file:
```
20
C4H12N4, DFT wB97M-V/def2-TZVPD
H -0.297 -2.546 -1.021
N -0.938 -2.089 -0.362
C -0.514 -0.932 -0.113
C -0.754 0.118 0.854
C -0.532 1.581 0.567
N -2.447 -0.052 1.054
N 1.068 -0.601 -0.654
C 1.260 0.357 -1.727
N 2.184 -0.732 0.188
H -0.371 -0.183 1.830
H 0.521 1.845 0.693
H -0.880 1.859 -0.431
H -1.086 2.187 1.288
H -2.877 -0.696 0.383
H -2.672 -0.471 1.957
H 0.372 0.394 -2.364
H 2.099 0.048 -2.362
H 1.491 1.368 -1.363
H 2.303 0.089 0.789
H 2.071 -1.543 0.795
```

The HOMO energy comes out at -7.7 eV. As for the structure (SMILES): [H]/N=C(/[C@@H](C)N)N(C)N. As for the multiplicity: 1. The value obtained for the HOMO-LUMO gap is 8.4 eV.

*R*
The following is a quantum chemistry calculation of one molecule with the formula C4H12N4, from the Open Molecules 2025 dataset.

XYZ file:
```
20
C4H12N4, DFT wB97M-V/def2-TZVPD
H 3.558 -1.120 0.481
N 2.978 -0.407 0.111
N 1.798 -0.775 0.105
N 0.944 0.177 -0.069
N 1.273 1.574 -0.401
C -0.623 -0.132 -0.054
C -0.746 -1.641 0.091
C -1.151 0.543 1.169
C -1.264 0.416 -1.309
H 2.236 1.396 -0.570
H 1.077 2.358 0.346
H -1.807 -1.937 0.473
H -0.387 -2.031 -0.962
H -0.099 -2.065 0.899
H -0.353 0.151 1.908
H -2.145 0.047 1.372
H -1.125 1.567 1.166
H -0.943 0.097 -2.321
H -2.393 0.304 -1.138
H -0.826 1.478 -1.297
```

The HOMO energy comes out at -8.4 eV. As for the structure (SMILES): [H]/N=N/N(N)C(C)(C)C. As for the multiplicity: 1. The value obtained for the HOMO-LUMO gap is 9.3 eV.

Relative to the most stable one, in eV, the structures come out at *P* 0.000; *Q* 2.165; *R* 2.630.

*P*
The following is a quantum chemistry calculation of one molecule with the formula C4H12N4, from the Open Molecules 2025 dataset.

XYZ file:
```
20
C4H12N4, DFT wB97M-V/def2-TZVPD
C 1.964 0.537 0.044
C 0.784 0.026 -1.004
N 1.213 -1.204 -1.643
C -0.456 -0.268 -0.190
N -1.643 -0.300 -0.969
N -0.408 -1.157 0.918
N -0.375 0.282 1.170
C -1.566 0.786 1.826
H 1.728 1.277 0.802
H 2.700 1.020 -0.593
H 2.402 -0.364 0.464
H 0.548 0.845 -1.707
H 2.030 -1.037 -2.223
H 0.463 -1.585 -2.211
H -2.412 -0.710 -0.453
H -1.910 0.626 -1.284
H 0.521 -1.556 1.040
H -2.479 0.247 1.551
H -1.427 0.696 2.903
H -1.676 1.839 1.561
```

The HOMO energy comes out at -8.9 eV. As for the structure (SMILES): C[C@@H](N)[C@@]1(N)NN1C. As for the multiplicity: 1. The value obtained for the HOMO-LUMO gap is 9.9 eV.

*Q*
The following is a quantum chemistry calculation of C4H12N4 as an isolated structure, from the Open Molecules 2025 dataset.

XYZ file:
```
20
C4H12N4, DFT wB97M-V/def2-TZVPD
C 0.275 1.283 0.782
C 0.276 -2.243 -0.034
N 0.442 -0.816 -0.224
N 0.131 -0.127 0.977
N 1.627 1.711 0.717
N -0.460 2.014 1.749
C -0.267 -0.186 -1.380
C -1.324 -0.770 -1.999
H -0.825 -0.335 1.283
H -0.162 1.238 -0.513
H -1.453 2.036 1.562
H 2.052 1.661 1.641
H 2.144 1.099 0.096
H -0.099 2.954 1.844
H 0.406 0.396 -1.996
H 0.533 -2.742 -0.965
H 0.952 -2.562 0.757
H -0.746 -2.519 0.255
H -1.992 -1.465 -1.500
H -1.511 -0.627 -3.051
```

The HOMO energy comes out at -8.2 eV. As for the multiplicity: 1. The value obtained for the HOMO-LUMO gap is 9.2 eV.

Relative to the most stable one, in eV, the structures come out at *P* 0.000; *Q* 1.439.

*P*
The following is a quantum chemistry calculation of one molecule with the formula C4H12N4, from the Open Molecules 2025 dataset.

XYZ file:
```
20
C4H12N4, DFT wB97M-V/def2-TZVPD
N -1.903 -0.400 -0.497
C -1.138 -0.370 0.605
C 0.355 -1.153 0.511
N 0.495 -1.652 -0.813
C 1.109 0.197 0.603
N 2.090 0.644 -0.437
C -0.362 0.905 0.595
N -0.633 1.700 -0.696
H -2.846 -0.894 -0.196
H -1.866 0.581 -0.769
H -1.640 -0.633 1.401
H 0.755 -1.688 1.381
H 0.487 -2.712 -0.782
H -0.234 -1.243 -1.399
H 1.555 0.225 1.587
H 3.129 0.203 -0.034
H 1.629 0.084 -1.381
H -0.538 1.562 1.477
H -0.878 2.588 -0.242
H 0.434 2.055 -0.914
```

The HOMO energy comes out at -8.2 eV. As for the structure (SMILES): N[C@H]1[C@@H](N)[C@@H](N)[C@H]1N. As for the multiplicity: 1. The value obtained for the HOMO-LUMO gap is 9.1 eV.

*Q*
The following is a quantum chemistry calculation of one molecule with the formula C4H12N4, from the Open Molecules 2025 dataset.

XYZ file:
```
20
C4H12N4, DFT wB97M-V/def2-TZVPD
H -3.418 -0.535 -0.115
N -2.393 -0.649 -0.163
C -1.842 0.470 0.155
N -0.425 0.612 0.185
C 0.129 1.904 0.609
C 0.441 -0.512 -0.149
C 1.901 -0.124 -0.391
N 0.365 -1.469 0.913
N -0.057 -1.180 -1.312
H -2.424 1.370 0.420
H 0.829 1.749 1.435
H 0.636 2.377 -0.237
H -0.663 2.572 0.958
H 2.364 0.297 0.508
H 2.492 -1.003 -0.675
H 1.988 0.606 -1.203
H -0.531 -1.873 1.165
H 1.178 -1.841 1.392
H -1.052 -1.410 -1.344
H 0.483 -1.360 -2.152
```

The HOMO energy comes out at -7.6 eV. As for the structure (SMILES): [H]/N=C/N(C)C(C)(N)N. As for the multiplicity: 1. The value obtained for the HOMO-LUMO gap is 8.6 eV.

Relative to the most stable one, in eV, the structures come out at *P* 3.372; *Q* 0.000.

*P*
The following is a quantum chemistry calculation of an isolated ion of composition C3H3O2 and charge +1, from the Open Molecules 2025 dataset.

XYZ file:
```
8
C3H3O2, DFT wB97M-V/def2-TZVPD
C -1.176 -0.775 -0.487
C -0.304 0.441 -0.079
C 0.894 0.595 0.320
O -0.773 -1.539 -1.263
O 1.846 0.458 1.082
H -2.114 -0.729 0.081
H -1.089 1.269 -0.398
H 2.716 0.280 0.743
```

The HOMO energy comes out at -16.0 eV. As for the multiplicity: 1. Its total charge is +1. The value obtained for the HOMO-LUMO gap is 9.3 eV.

*Q*
The following is a quantum chemistry calculation of a 2-piece molecular cluster, C3H3O2 overall, from the Open Molecules 2025 dataset.

XYZ file:
```
8
C3H3O2, DFT wB97M-V/def2-TZVPD
C 0.679 -0.337 0.234
C 1.793 0.418 0.050
C -0.891 1.260 -0.100
O 2.639 1.125 -0.056
O -0.446 2.317 0.053
H 0.385 -0.733 1.258
H 0.648 -1.174 -0.290
H -1.815 0.873 -0.396
```

The HOMO energy comes out at -16.0 eV. As for the multiplicity: 1. Its total charge is +1. The value obtained for the HOMO-LUMO gap is 9.8 eV.

Relative to the most stable one, in eV, the structures come out at *P* 0.829; *Q* 0.000.

*P*
The following is a quantum chemistry calculation of an isolated ion of composition C5H10N2 and charge +2, from the Open Molecules 2025 dataset.

XYZ file:
```
17
C5H10N2, DFT wB97M-V/def2-TZVPD
C -0.817 2.457 -0.303
C 0.909 -0.215 -0.227
C -1.293 0.205 0.515
C -0.252 -2.031 0.631
C 2.209 -0.284 -0.646
N -1.614 1.564 0.200
N -0.264 -0.536 0.179
H -0.025 1.877 -0.872
H -1.107 3.509 -0.284
H -2.227 -0.304 0.902
H -0.890 -2.012 1.531
H -0.870 -2.679 -0.168
H 0.762 -2.366 0.672
H 2.939 0.169 0.060
H 2.539 -1.303 -1.091
H 2.484 0.166 -1.628
H -2.483 1.783 0.526
```

The HOMO energy (spin up / spin down) comes out at -17.9 / -18.2 eV. As for the multiplicity: 1. Its total charge is +2. The value obtained for the HOMO-LUMO gap (spin up / spin down) is 6.7 / 8.2 eV.

*Q*
The following is a quantum chemistry calculation of an isolated ion of composition C5H10N2 and charge +2, from the Open Molecules 2025 dataset.

XYZ file:
```
17
C5H10N2, DFT wB97M-V/def2-TZVPD
C -0.791 0.626 0.787
C 0.994 -0.753 0.270
C -2.071 0.392 0.057
C 1.539 -1.946 0.311
C 1.010 1.461 -0.592
N -2.163 -0.252 -0.991
N 0.518 0.350 0.164
H -0.729 1.618 1.021
H -0.832 -0.066 1.636
H -2.868 0.834 0.530
H 0.989 -2.354 -0.505
H 1.463 -2.496 1.315
H 2.661 -2.169 0.177
H 0.913 2.456 -0.230
H 0.437 1.602 -1.510
H 1.956 1.123 -0.986
H -3.024 -0.425 -1.453
```

The HOMO energy (spin up / spin down) comes out at -18.4 / -18.4 eV. As for the multiplicity: 1. Its total charge is +2. The value obtained for the HOMO-LUMO gap (spin up / spin down) is 5.6 / 5.6 eV.

Relative to the most stable one, in eV, the structures come out at *P* 0.000; *Q* 0.105.

*P*
The following is a quantum chemistry calculation of a 2-piece molecular cluster, C4H14NOS overall, from the Open Molecules 2025 dataset.

XYZ file:
```
21
C4H14NOS, DFT wB97M-V/def2-TZVPD
C 0.938 0.195 2.070
C 0.108 -0.467 0.957
C 1.094 -0.917 -0.166
C 0.507 -1.648 -1.449
S -1.005 -2.688 -1.143
N -0.828 0.606 0.406
H 1.332 1.179 1.831
H 0.475 0.056 3.046
H 1.810 -0.453 2.233
H -0.461 -1.326 1.288
H 1.835 -1.608 0.221
H 1.511 0.020 -0.543
H 0.067 -0.872 -2.079
H 1.280 -2.318 -1.810
H -1.528 -2.614 -2.422
H -0.534 1.526 0.035
H -1.374 0.215 -0.359
H -1.500 0.784 1.161
H -0.831 4.015 -1.437
H -1.919 3.082 -0.956
O -0.977 3.231 -0.883
```

The HOMO energy (spin up / spin down) comes out at -18.9 / -18.9 eV. As for the multiplicity: 2. Its total charge is +2. The value obtained for the HOMO-LUMO gap (spin up / spin down) is 11.1 / 6.0 eV.

*Q*
The following is a quantum chemistry calculation of a 2-piece molecular cluster, C4H14NOS overall, from the Open Molecules 2025 dataset.

XYZ file:
```
21
C4H14NOS, DFT wB97M-V/def2-TZVPD
C 1.735 0.978 0.957
C 0.932 0.441 -0.292
C -0.368 1.236 -0.471
C -1.184 1.202 -1.776
S -2.055 -0.408 -2.259
N 0.584 -0.993 0.098
H 1.439 0.391 1.824
H 2.732 0.801 0.560
H 1.526 2.011 1.211
H 1.491 0.531 -1.220
H -0.064 2.286 -0.603
H -0.963 1.288 0.444
H -1.972 1.955 -1.785
H -0.551 1.138 -2.659
H -3.024 -0.593 -1.322
H -0.203 -1.004 0.729
H 0.392 -1.662 -0.656
H 1.447 -1.432 0.442
H -0.312 -3.445 2.289
H -1.251 -2.243 2.158
O -0.331 -2.479 2.330
```

The HOMO energy (spin up / spin down) comes out at -19.0 / -19.0 eV. As for the multiplicity: 2. Its total charge is +2. The value obtained for the HOMO-LUMO gap (spin up / spin down) is 11.4 / 6.1 eV.

Relative to the most stable one, in eV, the structures come out at *P* 0.000; *Q* 0.392.

*P*
The following is a quantum chemistry calculation of one molecule with the formula C3H5N3O, from the Open Molecules 2025 dataset.

XYZ file:
```
12
C3H5N3O, DFT wB97M-V/def2-TZVPD
O -2.205 0.961 0.424
C -1.737 -0.183 -0.216
C -0.164 -0.202 -0.233
N 0.165 0.218 -1.377
N 2.164 0.109 -0.724
C 1.873 -0.347 0.454
N 0.595 -0.554 0.821
H -2.219 1.690 -0.211
H -2.191 -0.330 -1.210
H -1.945 -1.054 0.402
H 3.172 0.222 -0.906
H 2.640 -0.585 1.202
```

The HOMO energy (spin up / spin down) comes out at -9.5 / -9.5 eV. As for the multiplicity: 1. The value obtained for the HOMO-LUMO gap (spin up / spin down) is 8.7 / 8.7 eV.

*Q*
The following is a quantum chemistry calculation of one molecule with the formula C3H5N3O, from the Open Molecules 2025 dataset.

XYZ file:
```
12
C3H5N3O, DFT wB97M-V/def2-TZVPD
N -1.590 -0.167 1.552
C -0.660 -0.001 0.621
C -0.124 -0.330 -2.144
N 0.947 -0.318 -1.389
C 0.961 -0.067 0.079
O 1.936 -0.433 0.737
N 0.092 1.094 0.450
H -1.894 0.583 2.179
H -2.129 -1.026 1.574
H 0.231 -0.564 -3.176
H 1.912 -0.548 -1.672
H 0.319 1.775 1.190
```

The HOMO energy comes out at -8.2 eV. As for the multiplicity: 1. The value obtained for the HOMO-LUMO gap is 8.8 eV.

Relative to the most stable one, in eV, the structures come out at *P* 0.000; *Q* 1.110.